{"formula": "C18H23N3O4S", "method": "ωB97M-V/def2-TZVPD", "e_lumo_ev": 0.40, "charge": 0, "smiles": "CCNC(=S)N(CCCO)Cc1cc2cc3c(cc2[nH]c1=O)OCCO3", "relative_energy_ev": 1.7628, "species": ["H", "H", "H", "H", "H", "C", "H", "C", "H", "C", "H", "H", "S", "N", "C", "O", "N", "C", "H", "C", "O", "C", "N", "C", "H", "C", "C", "C", "C", "H", "H", "C", "H", "H", "H", "C", "C", "H", "H", "H", "C", "H", "H", "C", "O", "H", "O", "C", "H"], "xyz": [[7.58, 0.22, -0.97], [-4.04, 3.42, -0.02], [-1.49, 1.62, -2.19], [-5.26, -4.24, 0.29], [0.85, 1.65, -2.03], [-0.48, 0.39, 0.86], [-3.34, 0.21, 1.84], [-0.41, 1.00, -0.46], [-4.89, 0.72, -1.08], [-4.01, 1.98, 1.55], [0.65, -0.57, 2.23], [-4.57, 2.55, 2.31], [-1.45, -1.40, -1.39], [0.71, -0.09, 1.34], [-1.66, 1.55, -1.10], [-4.23, 0.61, 1.79], [-2.85, 0.77, -0.83], [-3.87, -2.68, -0.22], [-3.57, -3.12, -1.17], [4.30, -0.39, 0.69], [5.60, 0.53, -1.14], [-4.48, 2.44, 0.16], [-3.87, -1.24, -0.37], [-4.11, 1.47, -0.98], [-5.98, -2.87, -0.57], [2.01, 0.69, -0.50], [6.71, 0.26, -0.32], [3.26, 0.84, -1.10], [6.51, -1.06, 0.42], [3.02, -1.07, 2.24], [6.84, 1.07, 0.42], [-5.25, -3.16, 0.18], [3.35, 1.37, -2.04], [-3.12, -2.99, 0.53], [-5.54, -2.71, 1.13], [4.40, 0.32, -0.52], [-2.79, -0.58, -0.82], [7.36, -1.30, 1.06], [-1.84, 2.56, -0.71], [-5.56, 2.55, 0.15], [1.93, 0.01, 0.74], [6.36, -1.87, -0.31], [-2.95, 2.21, 1.67], [3.07, -0.53, 1.31], [5.39, -0.97, 1.28], [-4.07, 2.04, -1.92], [-1.49, 0.28, 1.55], [0.80, 1.17, -1.07], [-4.43, -0.74, 0.32]], "lowdin_charge": [0.13, 0.10, 0.13, 0.07, 0.13, -0.44, 0.05, -0.21, 0.12, -0.25, 0.17, 0.12, 0.76, 0.18, -0.13, -0.09, -0.13, -0.30, 0.09, -0.19, -0.03, -0.15, -0.01, -0.15, 0.07, -0.15, -0.15, 0.07, -0.15, 0.13, 0.14, -0.09, 0.13, 0.11, 0.07, -0.20, -0.78, 0.13, 0.14, 0.11, -0.17, 0.14, 0.11, 0.08, -0.02, 0.13, 0.02, 0.01, 0.11]}